No. 1
Formula: C8H16MgN2O7P2
Source: the Open Molecules 2025 dataset
Level of theory: ωB97M-V with the def2-TZVPD basis set

Results
LUMO in eV: 5.247
Relative energy (zero: lowest compared OMol25 entry of this formula, charge and spin) in kcal/mol: 88.60
Highest occupied orbital energy in eV: 1.685
Total charge: -2
2S+1: 1

```
36
Properties=species:S:1:pos:R:3:forces:R:3:mulliken_charge:R:1
H -1.933584 1.384752 -3.144415 -0.03 0.02 0.00 0.333
O 2.733986 -0.268700 -2.343152 0.03 -0.22 0.49 -0.705
O 1.254964 -4.044746 -1.456711 0.03 -0.23 -0.18 -0.588
O 2.140492 -1.864442 -0.495910 0.07 -0.23 -0.05 -0.181
O -0.019052 -2.854757 0.365806 0.00 -0.16 0.07 -0.905
H -3.444160 0.992227 0.307698 0.01 0.02 0.01 0.416
H 0.361819 -1.691730 1.636244 -0.03 0.08 0.01 0.233
H -2.039739 -0.094104 -2.185753 0.05 0.03 0.03 0.330
C 1.457884 0.732895 3.210492 -0.08 0.05 0.00 -0.379
H -3.612696 3.064122 -1.052244 0.01 -0.01 0.01 0.406
Mg 0.883198 0.208459 -1.257636 -0.12 0.14 -1.05 0.408
H 0.389319 0.598719 5.180927 0.00 0.01 0.00 0.357
H -2.180353 3.668748 -1.940431 -0.02 0.00 -0.01 0.446
C 0.592089 0.215418 4.195255 0.06 -0.05 -0.11 -0.687
H 4.729957 -1.834405 -0.192876 0.03 0.01 -0.04 0.286
H 2.078156 1.614844 3.246933 -0.01 0.00 0.01 0.423
H -2.199549 3.709569 -0.177086 0.01 0.00 -0.01 0.386
H -0.688807 -1.613377 3.933074 0.00 0.00 0.01 0.436
C -0.310933 1.881417 -1.072808 0.11 -0.42 0.45 -0.889
N 0.570593 -0.986488 2.364865 0.03 -0.09 -0.18 0.529
O 3.514400 -2.784493 -2.418292 0.06 0.02 -0.12 -0.852
H -1.964565 0.002876 0.288252 0.03 0.02 -0.02 0.233
O 0.179139 -1.755001 -1.980296 -0.01 -0.08 0.40 -0.666
H 2.036708 -3.871063 -2.029572 0.02 0.10 0.03 0.431
C -2.340223 1.028479 0.252332 -0.10 -0.04 0.05 -1.551
C -2.352370 0.953326 -2.231593 -0.02 -0.02 -0.04 -1.759
C -2.510981 3.129103 -1.051294 0.03 0.01 0.01 -2.041
P 0.727185 -2.652033 -0.902055 0.16 0.59 0.11 1.113
C 0.040772 -0.897861 3.592441 -0.06 0.01 0.10 -0.252
H -3.450501 0.979410 -2.296365 0.00 -0.02 0.02 0.426
O 4.493149 -1.094919 -0.763509 0.16 -0.02 0.06 -0.522
P 3.237797 -1.519836 -1.679899 -0.62 0.27 0.11 0.994
C -1.833099 1.738844 -1.020210 0.11 0.08 -0.14 1.777
H -1.968868 1.548259 1.140416 0.00 0.00 0.00 0.325
H -0.000357 2.374301 -0.127906 0.01 0.20 -0.13 0.186
N 1.428216 0.002186 2.105286 0.13 -0.08 0.12 -0.497
```
Positions in Å, forces in eV/Å.



No. 2
Formula: C13H22N2O4
Source: the Open Molecules 2025 dataset
Level of theory: ωB97M-V with the def2-TZVPD basis set

Results
LUMO in eV: 0.610
Structure (SMILES): COCCNC(=O)CCCCCN1C(=O)CCC1=O
Relative energy (zero: lowest compared OMol25 entry of this formula, charge and spin) in kcal/mol: 0.47
Highest occupied orbital energy in eV: -9.247
2S+1: 1

```
41
Properties=species:S:1:pos:R:3:forces:R:3:mulliken_charge:R:1
H 0.061673 0.185281 0.658433 0.08 -0.17 0.08 -0.482
H 0.233499 1.567487 -1.613190 -0.04 0.00 -0.07 0.216
H 4.621711 -1.664848 -0.628284 -0.03 0.00 0.06 0.272
H 3.038510 -1.492009 -2.397809 -0.08 0.01 0.02 0.281
H -1.961185 -1.025368 1.375269 0.06 0.02 -0.15 0.056
H 0.838384 -0.481938 2.116227 -0.07 0.01 -0.12 0.501
H 0.341153 3.635659 0.592423 0.03 0.09 -0.04 0.350
O -1.741660 2.434684 0.813269 -0.03 0.19 0.42 -0.670
H -0.667012 3.074968 -1.775875 -0.04 -0.06 -0.02 0.493
H -3.870040 -0.041281 -0.811970 0.00 0.04 0.12 0.425
H 3.815988 -3.115413 -0.051179 0.01 0.06 0.05 0.300
C 2.635238 -1.974742 -1.506758 0.04 -0.08 -0.14 -0.495
C 0.842269 3.143099 -0.243244 0.08 -0.12 -0.16 -0.833
C 3.649168 -2.088243 -0.375766 0.16 -0.09 -0.01 -0.475
H 0.956112 1.952607 2.149117 -0.01 0.01 0.08 0.444
C 3.050125 -1.297523 0.770182 0.23 -0.25 -0.22 0.383
O -3.708580 -1.948390 1.121001 -0.04 0.10 0.15 -0.430
C -0.213265 2.389661 -1.054510 0.05 0.30 0.32 -0.299
H -2.137563 -1.818620 -0.214777 0.01 0.03 0.09 0.285
H 1.279689 3.918944 -0.875295 -0.05 0.02 0.02 0.381
O 0.496015 -0.805921 -1.508909 -0.11 -0.01 -0.15 -0.581
C 1.647317 1.410519 1.503152 0.14 -0.10 -0.17 -0.927
H 2.368713 1.644549 -0.523896 0.13 0.01 -0.06 0.322
H -5.197598 -1.835188 -0.333152 0.00 -0.05 -0.01 0.276
H -1.506110 0.278431 -1.454405 0.12 0.16 0.09 0.269
H -4.013169 -3.153516 -0.536890 -0.02 0.00 0.00 0.296
N -1.970151 0.784071 -0.713788 -0.12 -0.34 -0.11 -0.107
C 1.987009 2.274084 0.284862 -0.18 0.17 0.22 -0.717
H 2.228433 -2.937957 -1.816117 -0.04 0.07 -0.01 0.313
O 3.503505 -1.147328 1.871325 0.05 0.03 0.21 -0.600
C 1.516767 -1.122717 -0.945504 0.15 -0.22 -0.25 0.285
C -3.081193 0.125524 -0.071610 -0.25 -0.22 0.25 -0.712
H 2.560416 1.218462 2.069702 -0.09 0.01 0.05 0.566
C -4.573610 -2.561986 0.197804 -0.03 0.00 -0.02 -0.687
C 1.008156 0.059665 1.181052 -0.10 0.26 0.33 -0.140
H -3.454344 0.793701 0.707395 -0.04 -0.10 -0.12 0.268
C -1.362320 1.879626 -0.196578 0.11 -0.13 -0.66 0.277
N 1.850059 -0.766422 0.334545 -0.23 0.21 0.21 0.318
H 2.797708 2.946269 0.575363 0.05 -0.06 -0.05 0.336
H -5.216526 -3.222005 0.777285 -0.04 -0.02 -0.10 0.265
C -2.653292 -1.215883 0.551096 0.12 0.23 -0.11 -0.020
```
Positions in Å, forces in eV/Å.



No. 3
Formula: C36H40OOsP2
Source: the Open Molecules 2025 dataset
Level of theory: ωB97M-V with the def2-TZVPD basis set

Results
LUMO (spin up / spin down) in eV: -6.586 / -8.616
Highest occupied orbital energy (spin up / spin down) in eV: -11.959 / -13.356
Total charge: +2
2S+1: 5

```
80
Properties=species:S:1:pos:R:3:forces:R:3:mulliken_spin:R:1
H 1.994349 0.500641 -2.032148 -1.22 0.39 0.53 -0.002
H -1.409562 -0.713677 -4.185717 -0.04 -0.25 1.11 0.008
O -1.044616 0.246688 2.094916 0.24 0.42 -1.19 0.549
H -2.432476 -1.088283 -1.787421 -0.51 0.66 -0.76 0.062
H -0.367299 -2.849197 -1.146858 0.39 -0.65 0.02 0.006
C -2.966360 0.438663 0.351582 1.11 -1.06 0.55 0.052
C 4.408109 2.720395 -1.523309 0.00 -0.23 0.14 0.005
C 0.467331 -0.088794 -3.374998 0.09 0.35 -0.59 0.012
C 1.430665 0.113272 1.828149 -0.32 2.71 6.77 0.095
H -2.505001 2.633670 -3.422494 0.26 -0.42 0.02 -0.001
C 4.003101 3.882957 -0.865117 -0.34 0.11 0.34 0.008
C -2.264915 -2.341213 0.935748 0.21 0.08 -0.48 -0.006
C -0.870271 -0.848226 -3.211181 0.75 0.08 -0.21 -0.009
H -1.485106 1.443548 -4.228977 -0.17 0.06 0.93 0.013
C -4.228060 -0.114249 0.206030 -0.69 1.44 0.02 0.004
C 3.315510 -2.563809 1.571224 0.52 0.13 -0.17 0.000
H 6.485453 -3.369806 2.516689 -0.27 0.19 -0.12 0.000
H 6.911947 -1.065859 1.615533 0.03 -0.17 0.12 0.000
H -2.370205 1.667821 2.940568 0.75 -0.36 0.05 0.022
C 3.118511 1.392817 -0.024267 -1.72 -0.77 -0.07 0.051
C -2.137007 0.992362 -2.140301 -1.79 1.75 -1.22 0.240
H 4.187525 0.543432 -1.668315 0.34 0.33 -0.03 0.003
C 3.122684 3.807067 0.228324 0.70 -0.41 -0.60 0.001
H -6.300182 0.462201 -0.011114 0.20 0.15 0.24 0.001
C 0.383986 1.965493 -1.793212 -0.65 1.21 -1.56 0.136
Os -0.048335 0.803541 -0.114422 -1.94 1.11 0.45 1.484
C 3.604217 -1.284768 1.091677 -0.93 0.53 -0.85 0.050
C 3.968414 1.463091 -1.128620 -0.66 0.07 0.67 0.012
H -4.581425 -4.965183 2.498530 -0.16 -0.36 0.10 0.001
C -3.821836 2.726842 0.602803 -0.34 -1.10 -0.19 0.017
C -2.650653 -3.459159 0.166162 0.07 0.21 0.61 0.050
C 1.323627 -1.765694 -0.478899 -0.35 0.64 -0.48 0.166
H -0.674438 1.478059 3.622404 -0.42 0.15 0.11 0.052
H -2.250798 -3.618970 -0.836845 -0.45 0.15 0.14 0.003
H 0.659558 2.574805 -0.889647 1.10 0.14 -0.95 -0.006
P -1.438715 -0.957956 0.033986 -0.21 -0.11 0.65 0.222
H 2.303552 -2.962366 1.487159 0.32 -0.03 0.18 -0.003
H 0.145830 3.055533 -3.633353 -0.03 0.05 0.11 0.000
C -3.890481 -4.267388 2.068727 -0.18 0.39 0.00 0.021
H -3.753426 -3.087937 3.886403 0.05 -0.22 -0.12 0.000
H 4.321008 4.859284 -1.235432 -0.02 -0.34 0.12 0.000
C 2.696276 2.550061 0.653393 -0.55 0.18 -0.64 -0.032
H 2.043299 -2.436504 -0.946815 0.07 0.16 0.13 -0.010
C -5.298370 0.827358 0.220644 0.02 0.13 0.01 0.004
C -2.793769 1.816711 0.521344 0.77 0.25 0.08 0.067
C -2.615983 -2.245669 2.290179 0.14 0.18 -0.23 0.008
H 4.155009 -4.296216 2.492861 0.18 0.01 0.00 0.000
C 0.903583 0.719887 -2.160394 2.18 0.08 0.23 0.014
C -0.483996 2.756903 -2.791602 0.10 0.30 1.80 0.031
C -5.112292 2.212337 0.465220 -0.28 -0.26 -0.64 0.021
H 1.260357 -0.823988 -3.588311 -0.27 0.40 0.04 0.000
H 5.048165 0.288971 0.770028 0.10 -0.25 0.10 0.000
H 1.843946 2.587540 1.340107 0.66 -0.34 0.10 -0.018
C 4.870841 -0.717516 1.130968 0.04 -0.40 0.04 0.001
H -0.852618 3.672882 -2.261960 0.37 -0.65 -0.58 -0.002
H -2.191788 -1.443868 2.896937 -0.49 -0.32 -0.34 0.009
H 1.011857 -0.727460 2.406481 0.22 0.52 -0.28 0.028
H -5.931899 2.943753 0.410791 0.11 -0.76 0.21 0.002
C -1.689012 -0.303806 -2.035955 -1.29 -2.94 -1.47 0.267
H 5.049428 2.753557 -2.380719 0.27 0.30 -0.29 0.000
C 5.661789 -2.772331 2.121604 -0.10 0.09 -0.14 -0.001
C -3.496447 -4.406027 0.744019 0.34 0.30 -0.10 -0.007
H -3.552141 3.763924 0.723193 -0.45 0.20 0.01 0.000
C -3.448417 -3.202577 2.850903 0.27 0.06 -0.23 -0.013
C -1.684942 1.916736 -3.237117 -0.51 0.41 -0.55 0.043
H -3.035904 1.361373 -1.623929 0.74 -0.56 -0.53 0.081
H 0.417699 0.596444 -4.267773 0.17 -0.61 0.87 -0.001
H -3.848754 -5.231168 0.144423 0.01 -0.15 0.05 0.000
H 2.483229 0.365615 2.229182 -1.21 -0.45 0.57 0.026
C 4.363435 -3.308077 2.102636 0.15 0.33 0.01 0.003
C -1.544542 0.954450 3.176145 -0.32 -0.52 0.64 -0.021
H 1.046750 1.129397 2.175292 -0.29 -1.40 -0.92 -0.078
H -1.904809 0.182515 3.888773 0.07 0.84 0.09 0.005
P 2.172453 -0.281604 0.434116 4.43 -3.04 -4.21 0.256
C 5.914132 -1.486142 1.623318 -0.06 -0.45 0.35 0.002
H 2.719425 4.694311 0.708700 0.23 -0.09 -0.09 0.000
H -0.629684 -1.923915 -3.123425 -0.42 0.55 0.10 0.003
H -1.819726 2.340290 0.475160 0.08 -0.68 0.38 0.019
C -0.001628 -2.005358 -0.587568 0.85 0.91 0.77 -0.023
H -4.389199 -1.182476 -0.004795 -0.04 0.65 0.24 -0.002
```
Positions in Å, forces in eV/Å.



No. 4
Formula: C11H5NO4V
Source: the Open Molecules 2025 dataset
Level of theory: ωB97M-V with the def2-TZVPD basis set

Results
LUMO (spin up / spin down) in eV: -10.541 / -10.682
Relative energy (zero: lowest compared OMol25 entry of this formula, charge and spin) in kcal/mol: 21.51
Highest occupied orbital energy (spin up / spin down) in eV: -16.166 / -16.158
Total charge: +2
2S+1: 4

```
22
Properties=species:S:1:pos:R:3:forces:R:3:mulliken_spin:R:1
C 0.048929 -1.772625 -0.005986 -3.31 -8.70 -2.03 -0.076
N 0.411644 -0.260724 2.239905 -1.22 0.02 0.67 -0.048
O -0.252626 -2.893167 -0.104914 1.36 5.45 0.61 0.117
O -0.392607 2.701339 0.211604 1.62 -5.56 0.09 0.135
C 0.499774 -0.839711 6.918928 0.20 0.02 -0.35 -0.003
C -1.848841 -0.495097 6.628360 -0.32 0.09 -0.28 -0.003
H 1.362041 -1.021541 7.546062 0.00 -0.02 -0.03 0.000
H 1.687401 -0.822783 5.105859 -0.31 0.05 0.37 0.000
V 0.825359 -0.073494 0.309263 2.08 -0.61 5.17 2.791
C 0.689587 -0.718552 5.544915 0.92 -0.15 0.11 0.007
O 3.097902 0.067073 -1.747957 -3.55 -0.31 3.44 0.135
O -4.306015 0.034510 -2.978687 2.75 -0.23 0.81 0.000
C 2.234587 0.004353 -0.978807 5.87 0.57 -6.57 -0.078
C -0.039784 1.588873 0.199581 -3.85 9.13 -1.15 -0.081
H -2.539491 -0.188465 4.594905 0.22 -0.04 0.36 0.000
C -1.681709 -0.365192 5.249009 -0.42 0.04 -0.02 0.012
C -0.102928 -0.349454 3.289547 0.97 -0.09 1.04 0.071
C -0.771144 -0.730987 7.486351 0.25 0.05 -0.79 0.012
C -0.391425 -0.471680 4.683938 -0.62 0.02 -0.15 0.006
H -2.841651 -0.411057 7.061546 0.09 0.01 -0.24 0.000
H -0.908689 -0.834004 8.562396 -0.02 0.05 -0.32 0.000
C -3.216914 -0.053513 -2.639119 -2.70 0.23 -0.76 0.003
```
Positions in Å, forces in eV/Å.



No. 5
Formula: C3H5ClO2
Source: the Open Molecules 2025 dataset
Level of theory: ωB97M-V with the def2-TZVPD basis set

Results
LUMO in eV: 0.868
Structure (SMILES): COC(=O)CCl
Relative energy (zero: lowest compared OMol25 entry of this formula, charge and spin) in kcal/mol: 15.59
Highest occupied orbital energy in eV: -10.544
2S+1: 1

```
11
Properties=species:S:1:pos:R:3:forces:R:3:mulliken_charge:R:1
H 0.097252 -2.194743 0.885197 1.12 -1.21 1.70 0.281
C -0.373408 -1.824233 0.050407 -1.77 1.59 -2.26 -0.293
H -0.332528 -2.411950 -0.882699 0.24 0.07 0.83 0.273
O 0.050482 0.484309 0.632998 -1.08 -0.14 1.09 -0.311
H -0.316366 2.246753 -0.549257 0.34 -0.73 0.88 0.270
Cl -2.116984 -1.612474 0.459114 0.13 -0.27 0.03 -0.184
C 0.156393 -0.450842 -0.288728 0.92 0.59 -0.84 0.609
H 0.434280 2.367493 1.084561 -0.10 0.81 1.00 0.258
O 0.691938 -0.177425 -1.330609 -0.06 -0.83 -0.89 -0.561
C 0.394255 1.798983 0.200978 -1.84 0.08 -0.64 -0.689
H 1.314687 1.774128 -0.261963 2.10 0.03 -0.92 0.347
```
Positions in Å, forces in eV/Å.



No. 6
Formula: C2H8N4
Source: the Open Molecules 2025 dataset
Level of theory: ωB97M-V with the def2-TZVPD basis set

Results
LUMO in eV: -0.352
Structure (SMILES): [H]/N=C\C=N\[H].NN
Relative energy (zero: lowest compared OMol25 entry of this formula, charge and spin) in kcal/mol: 63.57
Highest occupied orbital energy in eV: -8.708
2S+1: 1

```
14
Properties=species:S:1:pos:R:3:forces:R:3:mulliken_charge:R:1
N 0.612093 1.818860 -0.180904 0.69 -0.31 0.25 -0.474
H 0.309975 -2.107489 -1.153783 0.05 0.20 -0.20 0.261
H 1.023583 -0.617759 -0.820360 -1.44 -1.30 -1.70 0.224
N -1.081506 -0.034354 1.186660 0.10 0.29 0.20 -0.555
N 0.384709 -1.163118 -1.528991 1.93 0.40 1.64 -0.460
H -0.872859 0.198164 -2.185611 -0.04 -0.24 0.08 0.277
C 0.139482 0.124346 1.494772 -0.57 -0.75 0.03 0.150
H 0.611892 -0.297583 2.386868 -0.08 -0.06 0.01 0.377
H -0.395356 1.981469 -0.128615 -0.04 -0.55 0.00 0.318
H -1.296718 -0.383016 -0.663834 0.52 -0.20 -1.31 0.326
N -0.909880 -0.639989 -1.611067 -0.93 0.75 0.74 -0.509
H -1.641574 -0.593989 1.823866 0.30 0.06 0.30 0.187
H 2.090647 0.837045 0.800662 0.14 -0.46 -0.52 0.388
C 1.025512 0.877411 0.580336 -0.64 2.17 0.48 -0.509
```
Positions in Å, forces in eV/Å.